Entry 1:
{"formula": "C34H49Cl2N2OP3SV", "method": "the ωB97M-V functional and the def2-TZVPD basis", "s2": 0.77, "spin_multiplicity": 2, "e_lumo_ev": [-6.058, -5.547], "charge": 2, "orbital_gap_ev": [7.23, 7.79], "e_above_lowest_kj_mol": 0.0, "species": ["P", "C", "C", "H", "C", "H", "C", "H", "C", "H", "C", "H", "C", "C", "H", "C", "H", "C", "H", "C", "H", "C", "H", "C", "C", "H", "C", "H", "C", "H", "C", "H", "C", "H", "V", "C", "C", "H", "C", "O", "H", "C", "H", "C", "Cl", "Cl", "P", "C", "H", "H", "H", "C", "H", "H", "H", "C", "H", "H", "H", "P", "C", "C", "H", "H", "H", "H", "H", "H", "C", "H", "H", "H", "H", "C", "C", "N", "C", "S", "N", "C", "C", "H", "H", "H", "H", "H", "H", "H", "H", "H", "H", "H", "H"], "positions_angstrom": [[1.5462, 0.7645, -2.4198], [1.3458, 2.2335, -3.4503], [2.4299, 3.0524, -3.8183], [3.4274, 2.8553, -3.4224], [2.2296, 4.1197, -4.6997], [3.0745, 4.7483, -4.9873], [0.9538, 4.3763, -5.2131], [0.8007, 5.2064, -5.9051], [-0.1278, 3.5699, -4.8401], [-1.1242, 3.7657, -5.2365], [0.0639, 2.5036, -3.9571], [-0.7749, 1.8703, -3.6669], [3.1688, 0.8946, -1.6361], [3.3945, 1.9632, -0.7458], [2.6210, 2.7208, -0.6030], [4.6070, 2.0576, -0.0596], [4.7500, 2.8597, 0.6674], [5.6329, 1.1450, -0.3242], [6.5909, 1.2395, 0.1891], [5.4359, 0.1208, -1.2539], [6.2423, -0.5791, -1.4823], [4.2044, -0.0199, -1.8996], [4.0539, -0.8197, -2.6271], [1.5195, -0.6601, -3.5340], [2.1381, -0.5608, -4.7982], [2.6436, 0.3624, -5.0845], [2.0962, -1.6346, -5.6900], [2.5777, -1.5438, -6.6656], [1.4377, -2.8178, -5.3330], [1.4088, -3.6563, -6.0300], [0.8132, -2.9196, -4.0864], [0.3017, -3.8397, -3.7989], [0.8343, -1.8413, -3.1949], [0.3042, -1.9097, -2.2445], [-1.2658, 0.1553, 1.2779], [-0.0805, -1.0288, 2.4583], [1.1584, -1.2189, 1.9956], [-0.4036, -1.4550, 3.4211], [1.4790, -0.6525, 0.6251], [1.8829, -1.7892, -0.1779], [2.0444, -1.5034, -1.0979], [0.3253, 0.1054, 0.0375], [2.3361, 0.0504, 0.7114], [0.2310, 0.6894, -1.1537], [-2.5238, 0.1792, 3.3162], [-2.6631, 1.7416, 0.1362], [-0.5237, 2.3064, 2.3386], [-1.7876, 3.3052, 3.1874], [-2.0551, 2.8298, 4.1364], [-2.6806, 3.3650, 2.5575], [-1.3888, 4.3121, 3.3612], [0.7643, 2.0754, 3.6019], [1.6510, 1.6218, 3.1420], [0.3866, 1.4000, 4.3777], [1.0326, 3.0441, 4.0436], [0.2084, 3.5158, 1.1971], [-0.3888, 3.5528, 0.2801], [1.2338, 3.2222, 0.9488], [0.2099, 4.5029, 1.6775], [2.4230, -2.2409, 2.8045], [1.9283, -2.4051, 4.5107], [3.9624, -1.3428, 2.5989], [0.9522, -2.9022, 4.5693], [1.8606, -1.4188, 4.9874], [2.6808, -3.0100, 5.0336], [4.2225, -1.2746, 1.5343], [4.7569, -1.8739, 3.1384], [3.8591, -0.3290, 3.0081], [2.4769, -3.8139, 1.9576], [1.4689, -4.2448, 1.9372], [3.1605, -4.4886, 2.4887], [2.8115, -3.6481, 0.9274], [-0.6942, 1.2025, -1.4126], [-6.8092, -2.7878, -0.1516], [-6.2472, -3.0840, 1.2176], [-4.8199, -2.7161, 1.4236], [-4.2376, -1.5808, 0.9640], [-2.6103, -1.6553, 0.4069], [-4.9416, -0.4402, 0.9205], [-6.1451, -0.1531, 1.7345], [-6.0102, -0.4225, 3.2125], [-6.6754, -1.7419, -0.4437], [-7.8778, -3.0157, -0.1468], [-6.3370, -3.4287, -0.9022], [-6.8238, -2.6004, 2.0132], [-6.2891, -4.1655, 1.4016], [-4.1736, -3.5029, 1.4470], [-4.3853, 0.3788, 0.6369], [-6.3603, 0.9112, 1.5743], [-6.9750, -0.7188, 1.2987], [-5.2732, 0.2532, 3.6574], [-6.9774, -0.2402, 3.6904], [-5.7039, -1.4530, 3.4137]], "forces_ev_per_a": [[0.07, 0.33, -0.33], [-0.19, 0.40, -0.09], [-0.16, -0.10, -0.01], [-0.26, 0.07, -0.14], [-0.16, -0.17, 0.09], [-0.28, -0.21, 0.10], [0.04, -0.22, 0.18], [0.05, -0.27, 0.23], [0.13, -0.14, 0.17], [0.29, -0.03, 0.11], [0.18, 0.16, -0.13], [0.09, 0.18, -0.16], [0.49, 0.02, 0.17], [0.11, -0.26, 0.03], [0.19, -0.25, 0.05], [-0.23, 0.08, -0.20], [0.03, -0.21, -0.30], [-0.16, -0.15, -0.06], [-0.27, -0.03, -0.16], [-0.04, 0.01, 0.03], [-0.24, 0.24, 0.09], [-0.23, 0.26, 0.08], [0.05, 0.16, 0.23], [-0.26, -0.44, -0.30], [-0.02, -0.12, 0.13], [-0.12, -0.22, 0.03], [-0.04, 0.10, 0.26], [-0.17, -0.03, 0.32], [0.02, 0.20, 0.25], [0.00, 0.25, 0.21], [0.09, 0.14, 0.00], [0.11, 0.30, -0.14], [0.12, 0.11, -0.18], [0.08, -0.05, -0.23], [-3.65, 0.73, 1.20], [0.72, -0.31, 0.31], [-0.09, -0.14, -0.50], [0.11, 0.30, -0.49], [1.40, -0.31, -0.31], [0.03, 0.55, -0.23], [0.05, -0.25, 0.62], [-0.03, -0.26, 0.86], [-0.20, -0.23, -0.04], [0.68, 0.07, -0.86], [0.27, -0.02, -0.44], [0.47, -0.11, 0.10], [0.27, -0.01, -0.02], [-0.15, -0.18, 0.01], [0.04, 0.14, -0.22], [0.16, 0.01, 0.12], [-0.06, -0.23, -0.01], [0.11, 0.07, 0.09], [-0.14, 0.11, 0.08], [0.05, 0.16, -0.10], [-0.01, -0.26, -0.02], [0.10, 0.07, -0.11], [0.10, 0.07, 0.15], [-0.18, 0.08, 0.05], [0.11, -0.20, -0.21], [-1.10, 0.97, -1.00], [0.30, -0.18, 0.36], [0.37, -0.14, 0.31], [0.27, 0.07, -0.04], [0.04, -0.23, -0.17], [-0.25, 0.10, 0.00], [-0.13, -0.11, 0.23], [-0.03, 0.20, -0.16], [0.00, -0.28, -0.04], [0.29, -0.38, 0.19], [0.21, 0.10, 0.06], [-0.14, 0.03, -0.19], [-0.07, -0.03, 0.31], [0.21, -0.01, -0.19], [0.10, -0.05, -0.35], [0.16, -0.20, 0.82], [0.66, 0.09, -1.06], [-1.59, 0.61, 0.66], [0.89, -0.39, -0.20], [1.03, -0.33, 0.47], [-0.27, 0.22, -0.70], [0.21, 0.05, 0.36], [-0.06, -0.23, -0.03], [0.10, 0.06, -0.01], [-0.04, 0.16, 0.02], [-0.05, -0.22, -0.20], [0.00, 0.33, 0.05], [-0.25, 0.34, -0.03], [-0.34, -0.50, 0.03], [0.06, -0.31, -0.07], [0.04, 0.31, 0.18], [-0.13, -0.20, -0.03], [0.12, -0.06, -0.06], [-0.05, 0.21, 0.09]], "lowdin_spin": [0.008, 0.001, 0.000, 0.000, 0.000, 0.000, 0.000, 0.000, 0.000, 0.000, 0.000, 0.000, 0.001, 0.000, 0.000, 0.000, 0.000, 0.000, 0.000, 0.000, 0.000, 0.000, 0.000, 0.003, 0.000, 0.000, 0.000, 0.000, 0.000, 0.000, 0.000, 0.000, 0.001, 0.000, 1.030, -0.032, 0.016, -0.002, -0.004, -0.002, 0.000, -0.024, -0.001, 0.056, -0.008, -0.007, -0.016, -0.003, 0.000, 0.000, -0.001, -0.001, 0.000, 0.000, 0.000, -0.001, 0.000, 0.000, 0.000, 0.002, 0.000, 0.000, 0.000, 0.000, 0.000, 0.000, 0.000, 0.000, 0.001, 0.000, 0.000, 0.000, 0.001, 0.000, 0.000, -0.002, 0.000, -0.011, -0.002, 0.000, 0.000, 0.000, 0.000, 0.000, 0.000, 0.000, 0.000, 0.000, 0.000, 0.000, 0.000, 0.000, 0.000]}



Entry 2:
{"formula": "FH2IP2", "method": "the ωB97M-V functional and the def2-TZVPD basis", "spin_multiplicity": 1, "e_lumo_ev": -1.275, "orbital_gap_ev": 6.67, "e_above_lowest_kj_mol": 199.5, "species": ["F", "P", "P", "I", "H", "H"], "positions_angstrom": [[-0.2958, 1.7142, -0.8493], [-0.1888, -0.0969, -0.8502], [-0.5060, -1.9182, -2.1476], [-0.0031, -2.9240, -0.0074], [1.0641, -0.3268, -0.0589], [-1.0190, -0.1560, 0.1321]], "forces_ev_per_a": [[0.39, -3.75, -0.76], [3.02, 2.09, -0.48], [-0.03, 1.20, -0.44], [0.03, -0.17, 0.26], [-1.14, 0.77, -1.04], [-2.27, -0.13, 2.45]], "mulliken_charge": [-0.374, 0.259, -0.132, 0.022, 0.129, 0.096]}



Entry 3:
{"formula": "C20H22N3O4", "method": "the ωB97M-V functional and the def2-TZVPD basis", "spin_multiplicity": 1, "smiles": "C[n+]1cccc(C(=O)OCCCCCn2ccc3cc([N+](=O)[O-])ccc32)c1", "e_lumo_ev": -4.348, "charge": 1, "orbital_gap_ev": 6.67, "e_above_lowest_kj_mol": 2.1, "species": ["C", "N", "C", "C", "C", "C", "C", "O", "O", "C", "C", "C", "C", "C", "N", "C", "C", "C", "C", "C", "N", "O", "O", "C", "C", "C", "C", "H", "H", "H", "H", "H", "H", "H", "H", "H", "H", "H", "H", "H", "H", "H", "H", "H", "H", "H", "H", "H", "H"], "positions_angstrom": [[-2.8537, -1.7447, -3.2934], [-2.5814, -1.6561, -1.8205], [-3.4096, -0.9111, -1.1113], [-3.2012, -0.7628, 0.3037], [-2.1243, -1.3932, 0.9276], [-1.2701, -2.2166, 0.1484], [-0.1481, -2.9909, 0.7122], [0.7278, -3.2736, -0.0931], [-0.1440, -3.2260, 2.0929], [0.9811, -4.0036, 2.5777], [1.7340, -3.2194, 3.6649], [2.4091, -1.9742, 3.0800], [1.5431, -0.7486, 3.2524], [2.1127, 0.5078, 2.5729], [1.0207, 1.1458, 1.8348], [0.3085, 2.2173, 2.2783], [-0.5649, 2.6184, 1.2922], [-0.3132, 1.8237, 0.0888], [-0.7889, 1.8205, -1.2142], [-0.3348, 0.8698, -2.1452], [-0.8638, 0.8578, -3.4428], [-1.8388, 1.5475, -3.6952], [-0.3070, 0.1350, -4.2557], [0.7181, -0.0119, -1.7505], [1.1919, 0.0054, -0.4433], [0.6689, 0.9154, 0.4904], [-1.5781, -2.3202, -1.2363], [-1.9799, -2.2091, -3.7922], [-3.7638, -2.3583, -3.4789], [-2.9654, -0.7533, -3.7475], [-4.2417, -0.3614, -1.5363], [-3.8631, -0.1067, 0.8927], [-1.9572, -1.3369, 1.9946], [1.6967, -4.2737, 1.7889], [0.6103, -4.9603, 2.9470], [2.4736, -3.8655, 4.1704], [1.0008, -2.9355, 4.4087], [3.3539, -1.8132, 3.6094], [2.6464, -2.1146, 2.0127], [1.4180, -0.5079, 4.3494], [0.5710, -1.0048, 2.8365], [2.4875, 1.2326, 3.3030], [2.9294, 0.3328, 1.8427], [0.4292, 2.6843, 3.2576], [-1.3085, 3.4154, 1.4200], [-1.5509, 2.5506, -1.4891], [1.0982, -0.7343, -2.4693], [1.9935, -0.6637, -0.0973], [-0.8900, -2.8641, -1.8661]], "forces_ev_per_a": [[0.44, -0.82, -0.67], [-0.37, -0.13, -0.96], [-0.21, 1.17, 3.85], [-0.06, 0.18, -1.25], [0.13, -0.91, -1.03], [-2.93, 0.93, -0.31], [2.11, -0.37, -0.01], [-0.79, -0.30, 1.74], [-0.06, 0.32, -3.01], [1.23, -0.59, 0.54], [-0.18, -0.38, -0.64], [0.50, -0.14, 0.52], [0.50, 0.34, 0.96], [-0.52, 0.01, -0.67], [0.63, 0.08, -1.52], [-1.44, 0.65, -0.90], [-0.40, 0.72, -0.11], [-0.12, 0.60, 1.79], [-0.79, -0.14, -0.71], [1.33, 0.68, 3.44], [-0.04, -0.10, -1.48], [-0.13, -0.12, 0.05], [-0.26, -0.10, -0.13], [-0.44, -0.06, 0.15], [0.53, -0.28, 0.24], [0.95, -0.53, 0.41], [1.57, 0.04, 1.41], [-0.56, 0.15, 0.44], [0.69, 0.45, 0.31], [-0.08, -0.10, 0.50], [0.26, -0.33, -0.55], [0.31, -0.48, -0.56], [-0.02, 0.22, 0.02], [-0.50, 0.42, -0.16], [-0.38, 0.22, 0.14], [-0.42, 0.06, -0.41], [-0.08, 0.15, 0.41], [0.04, -0.01, -0.23], [-0.02, -0.05, 0.26], [-0.07, -0.46, -1.07], [-0.18, 0.40, 0.05], [-0.06, -0.15, -0.18], [-0.37, -0.24, 0.52], [0.09, -0.53, -0.31], [0.53, -0.38, -0.21], [0.22, -0.26, -0.13], [0.03, 0.24, 0.17], [-0.40, 0.14, -0.55], [-0.20, -0.18, -0.17]], "mulliken_charge": [-0.983, 0.223, -0.068, -0.877, -0.023, 0.201, 0.293, -0.595, -0.335, -0.548, -0.945, -0.530, 0.291, -1.313, 0.324, -0.100, -1.499, 1.064, -0.397, -0.270, 1.095, -0.611, -0.614, -0.815, -0.403, 0.120, -0.010, 0.315, 0.330, 0.435, 0.427, 0.409, 0.502, 0.349, 0.422, 0.365, 0.369, 0.530, 0.212, 0.436, -0.268, 0.416, 0.411, 0.436, 0.443, 0.505, 0.570, 0.243, 0.469]}



Entry 4:
{"formula": "C4H9N", "method": "the ωB97M-V functional and the def2-TZVPD basis", "spin_multiplicity": 1, "smiles": "C1CCNC1", "e_lumo_ev": 1.172, "orbital_gap_ev": 10.18, "e_above_lowest_kj_mol": 5.7, "species": ["C", "C", "C", "N", "C", "H", "H", "H", "H", "H", "H", "H", "H", "H"], "positions_angstrom": [[-1.1271, 0.3423, -0.1144], [0.1821, 1.1681, -0.0278], [1.2990, 0.0833, 0.1616], [0.7258, -1.2093, -0.1892], [-0.6772, -1.0754, 0.2360], [-1.5279, 0.3567, -1.1386], [-1.9188, 0.7115, 0.5575], [0.1732, 1.8947, 0.8277], [0.3023, 1.7875, -0.9330], [1.6390, 0.0254, 1.2045], [2.1765, 0.3015, -0.4801], [0.7528, -1.3640, -1.2016], [-1.3012, -1.8304, -0.2277], [-0.6985, -1.1918, 1.3250]], "forces_ev_per_a": [[-0.09, 0.32, -0.10], [-0.04, 0.56, 0.63], [0.49, 0.64, -0.71], [-0.53, -0.11, -0.33], [0.19, -0.06, 0.16], [0.09, 0.07, 0.25], [0.29, -0.13, -0.24], [-0.02, -0.70, -0.65], [0.19, -0.40, 0.29], [-0.12, 0.19, -0.20], [-0.37, -0.17, 0.47], [0.03, 0.21, 0.44], [-0.05, -0.25, 0.07], [-0.07, -0.18, -0.07]], "mulliken_charge": [-0.496, -0.413, -0.590, -0.457, -0.642, 0.260, 0.295, 0.270, 0.238, 0.268, 0.322, 0.285, 0.388, 0.274]}



Entry 5:
{"formula": "C6H11N", "method": "the ωB97M-V functional and the def2-TZVPD basis", "spin_multiplicity": 1, "smiles": "CC(C)[C@@H](C)C#N", "e_lumo_ev": 0.915, "orbital_gap_ev": 12.26, "e_above_lowest_kj_mol": 10.2, "species": ["C", "C", "C", "C", "C", "C", "N", "H", "H", "H", "H", "H", "H", "H", "H", "H", "H", "H"], "positions_angstrom": [[1.8434, -0.6146, 0.2171], [0.5165, 0.1122, 0.4352], [0.5500, 1.5331, -0.1625], [-0.6696, -0.7401, -0.0766], [-2.0200, -0.2804, 0.4899], [-0.7071, -0.7573, -1.5500], [-0.7408, -0.7491, -2.7073], [1.8574, -1.5819, 0.7331], [2.6739, -0.0151, 0.6043], [2.0254, -0.7902, -0.8507], [0.3547, 0.1907, 1.5185], [1.3870, 1.6430, -0.8590], [0.6746, 2.2822, 0.6246], [-0.3603, 1.7846, -0.7180], [-0.4983, -1.7782, 0.2407], [-2.8396, -0.9059, 0.1243], [-1.9937, -0.3473, 1.5827], [-2.2369, 0.7569, 0.2165]], "forces_ev_per_a": [[0.05, -0.03, 0.00], [0.00, -0.03, 0.07], [-0.04, 0.05, 0.00], [0.00, -0.05, 0.01], [-0.06, 0.04, 0.03], [0.00, 0.02, -1.00], [0.04, -0.01, 1.16], [0.00, 0.13, -0.09], [-0.10, -0.08, -0.06], [-0.05, 0.04, 0.15], [0.00, -0.01, -0.14], [-0.13, -0.05, 0.05], [0.01, -0.07, -0.13], [0.11, -0.06, 0.13], [-0.02, 0.15, -0.06], [0.14, 0.09, 0.04], [0.00, 0.00, -0.17], [0.06, -0.15, 0.01]], "mulliken_charge": [-1.699, 0.566, -1.412, 0.400, -1.423, 0.053, -0.484, 0.404, 0.420, 0.366, 0.343, 0.363, 0.319, 0.380, 0.329, 0.411, 0.380, 0.283]}



Entry 6:
{"formula": "C4H24NO7S", "method": "the ωB97M-V functional and the def2-TZVPD basis", "spin_multiplicity": 1, "e_lumo_ev": -2.440, "charge": 1, "orbital_gap_ev": 9.87, "e_above_lowest_kj_mol": 121.9, "species": ["C", "O", "C", "C", "C", "S", "N", "H", "H", "H", "H", "H", "H", "H", "H", "H", "H", "H", "H", "H", "H", "O", "H", "H", "O", "H", "H", "O", "H", "H", "O", "H", "H", "O", "H", "H", "O"], "positions_angstrom": [[1.7350, 0.9634, -1.0411], [1.5338, 0.0342, -2.0873], [0.5445, 0.5738, -0.0365], [0.8419, 1.3247, 1.3448], [0.4401, 2.7761, 1.0631], [-1.3612, 3.0013, 0.8636], [0.8778, -0.9715, 0.2986], [1.5394, 2.0340, -1.4085], [2.7756, 0.6878, -0.8018], [0.7599, 0.0903, -2.6919], [-0.5689, 0.6293, -0.3428], [1.9414, 1.4516, 1.6871], [0.2410, 0.8648, 2.1809], [1.0630, 3.1716, 0.2086], [0.9074, 3.2932, 2.0074], [-1.6205, 4.1914, 0.3467], [0.9438, -1.4625, -0.5555], [1.7400, -1.0611, 0.8007], [0.0282, -1.4691, 0.7983], [-1.5342, -0.2296, -2.5242], [-1.4605, -1.0210, -3.9062], [-0.9970, -0.7982, -3.0041], [4.0705, -0.5968, 0.9340], [3.6656, -1.1567, 2.4084], [3.3688, -0.5828, 1.5682], [-1.7843, 0.1896, 2.9135], [-2.2027, -0.8489, 3.9720], [-1.7171, -0.6727, 3.1710], [-2.1130, -2.8130, 0.2565], [-1.9132, -2.1566, 1.5190], [-1.7125, -2.0772, 0.6296], [-3.0261, 1.2513, -1.2786], [-3.3379, -0.2759, -1.2601], [-3.0858, 0.4286, -1.8418], [-0.9171, -2.7266, -2.0817], [0.3977, -3.1051, -2.4291], [-0.0637, -2.9319, -1.6808]], "forces_ev_per_a": [[-3.59, -0.21, -1.87], [0.55, -0.63, -1.58], [3.03, -1.36, 3.02], [-0.85, 0.15, -0.92], [2.09, 2.02, 1.77], [-0.10, -1.28, 0.51], [-3.78, 1.18, 0.95], [0.85, -1.42, 0.70], [-0.63, 0.90, 1.03], [0.28, 0.37, 0.86], [2.21, 0.04, 0.09], [-1.73, -1.05, -0.96], [0.67, 0.54, -0.72], [-1.02, -0.37, 0.82], [-1.50, -0.19, -1.73], [0.66, 0.57, -0.16], [0.03, -0.84, -1.72], [0.83, 0.24, 0.70], [1.79, 1.17, -1.10], [-2.41, 1.90, 1.17], [1.17, 1.06, 2.74], [1.04, -2.72, -4.47], [1.01, -0.23, -0.35], [-0.70, 1.97, -3.03], [-0.04, -1.87, 3.46], [-0.67, 3.62, -0.65], [-0.25, 0.36, 0.33], [0.87, -4.03, 0.30], [-0.90, -2.29, -1.51], [-0.69, 0.27, 3.22], [1.48, 2.18, -1.47], [-0.20, -1.31, -0.80], [-0.34, -0.52, 0.69], [0.48, 2.01, 0.42], [-0.08, 0.45, 0.42], [2.83, -0.96, -3.45], [-2.35, 0.29, 3.27]], "mulliken_charge": [-0.397, -0.553, 0.451, -0.559, -0.649, -0.295, -0.155, 0.347, 0.131, 0.323, -0.083, 0.297, 0.233, 0.400, 0.358, 0.170, 0.356, 0.477, 0.270, 0.385, 0.283, -0.601, 0.296, 0.309, -0.649, 0.321, 0.281, -0.578, 0.253, 0.229, -0.531, 0.308, 0.329, -0.712, 0.300, 0.241, -0.587]}